1.
Entry from the OMol25 dataset: a structure of composition CH2NO4S at a distorted geometry (ωB97M-V/def2-TZVPD).

* LUMO level (spin up / spin down): 3.6 / 3.6 eV
* orbital gap (spin up / spin down): 6.88 / 6.87 eV
* net charge: -1

Cartesian coordinates (Å):
C 0.762 -0.476 -0.732
N 1.477 0.376 0.206
O 2.025 -0.218 1.163
O 0.746 -1.661 -0.718
O 1.608 1.588 0.029
O -2.041 -0.769 0.635
S -1.287 0.373 0.128
H -1.601 0.432 -1.431
H 0.494 0.087 -1.626

Electronic structure analysis, Mulliken charges in units of e: C -0.2771; N 0.8531; O -0.5723; O -0.5619; O -0.5793; O -0.5482; S 0.1249; H 0.0670; H 0.4937

=====

2.
Entry from the OMol25 dataset: a cluster of 2 separate species, CH2NOPS in total at a distorted geometry (ωB97M-V/def2-TZVPD).

* LUMO level (spin up / spin down): -0.8 / -3.0 eV
* orbital gap (spin up / spin down): 8.10 / 5.37 eV
* net charge: 0

Cartesian coordinates (Å):
C -0.874 1.078 0.928
N 0.701 -0.793 -0.671
O -0.183 1.999 1.078
P -2.043 -0.034 0.863
S 2.203 -0.559 -1.076
H -0.013 -0.529 -1.298
H 0.210 -1.162 0.176

Electronic structure analysis, Mulliken charges in units of e: C 0.5543; N -0.3664; O -0.3134; P -0.2136; S -0.1547; H 0.2727; H 0.2212

=====

3.
Entry from the OMol25 dataset: an isolated molecule of CH2O2 at a distorted geometry (ωB97M-V/def2-TZVPD).

* LUMO level: 0.8 eV
* orbital gap: 11.65 eV
* net charge: 0
* SMILES string: O=CO

Cartesian coordinates (Å):
O 0.683 0.731 0.656
C 0.085 -0.278 0.275
O -0.669 -0.436 -0.827
H 0.099 -1.165 0.991
H -0.723 0.470 -1.269

Electronic structure analysis, Mulliken charges in units of e: O -0.4868; C 0.2461; O -0.4030; H 0.2936; H 0.3502

=====

4.
Entry from the OMol25 dataset: a cluster of 2 separate species, CH2O2P in total at a distorted geometry (ωB97M-V/def2-TZVPD).

* LUMO level (spin up / spin down): 4.6 / 4.5 eV
* orbital gap (spin up / spin down): 5.55 / 6.85 eV
* net charge: -1

Cartesian coordinates (Å):
C 1.287 -0.162 0.093
O -2.843 1.029 0.031
O 0.061 -0.524 0.405
P -2.311 -0.365 -0.272
H 2.085 -0.780 -0.401
H 1.721 0.802 0.144

Electronic structure analysis, Mulliken charges in units of e: C -0.5084; O -0.4794; O -0.7081; P 0.2204; H 0.2088; H 0.2667

=====

5.
Entry from the OMol25 dataset: an isolated molecule of CH2O2S at a distorted geometry (ωB97M-V/def2-TZVPD).

* LUMO level: 0.4 eV
* orbital gap: 9.75 eV
* net charge: 0
* SMILES string: OC(O)=S

Cartesian coordinates (Å):
O -0.674 -0.635 0.511
C 0.134 0.312 -0.078
O 1.082 -0.335 -0.786
S -0.294 1.964 -0.015
H -1.357 0.004 0.770
H 1.109 -1.310 -0.403

Electronic structure analysis, Mulliken charges in units of e: O -0.4156; C 0.4673; O -0.4385; S -0.3124; H 0.3081; H 0.3911

=====

6.
Entry from the OMol25 dataset: a cluster of 2 separate species, CH2O2S in total at a distorted geometry (ωB97M-V/def2-TZVPD).

* LUMO level: -2.0 eV
* orbital gap: 8.19 eV
* net charge: 0

Cartesian coordinates (Å):
C 0.830 -0.429 -0.450
O -1.850 -1.081 0.085
O -1.194 1.238 -0.024
S -0.806 -0.091 0.191
H 1.685 1.429 -0.112
H 1.334 -1.066 0.310

Electronic structure analysis, Mulliken charges in units of e: C -0.4604; O -0.4382; O -0.3776; S 0.8393; H 0.1477; H 0.2891

=====

7.
Entry from the OMol25 dataset: a cluster of 2 separate species, CH2O2S in total at a distorted geometry (ωB97M-V/def2-TZVPD).

* expectation value of S²: 2.005
* LUMO level (spin up / spin down): 0.6 / -3.5 eV
* 2S+1: 3
* orbital gap (spin up / spin down): 6.00 / 7.21 eV
* net charge: 0

Cartesian coordinates (Å):
C -2.558 1.931 1.011
O 0.283 0.024 -0.356
O -2.287 2.884 0.436
S -2.915 0.556 1.668
H 0.467 -0.477 -1.057
H 0.971 -0.128 0.378

Electronic structure analysis, Mulliken charges in units of e: C 0.4407; O -0.5964; O -0.3025; S -0.1484; H 0.2813; H 0.3254

=====

8.
Entry from the OMol25 dataset: an isolated molecule of CH2O2S2 at a distorted geometry (ωB97M-V/def2-TZVPD).

* LUMO level (spin up / spin down): -1.4 / -1.4 eV
* orbital gap (spin up / spin down): 7.79 / 7.79 eV
* net charge: 0

Cartesian coordinates (Å):
C -1.063 1.262 0.041
O 1.353 0.377 0.017
O -2.212 1.301 -0.171
S -0.212 -2.420 0.079
S 0.111 -0.223 0.717
H -0.230 1.957 -0.215
H 0.643 -2.375 -0.913

Electronic structure analysis, Mulliken charges in units of e: C 0.1969; O -0.5473; O -0.3180; S -0.2199; S 0.3914; H 0.3069; H 0.1899

=====

9.
Entry from the OMol25 dataset: an isolated molecule of CH2O2S2 at a distorted geometry (ωB97M-V/def2-TZVPD).

* LUMO level: -1.4 eV
* orbital gap: 8.01 eV
* net charge: 0

Cartesian coordinates (Å):
C 0.517 -0.427 -1.194
O 0.533 1.477 1.189
O 0.288 -0.340 -2.299
S -1.468 -0.271 1.215
S -0.078 1.258 -0.042
H 0.404 -1.412 -0.556
H -0.197 -0.285 1.687

Electronic structure analysis, Mulliken charges in units of e: C 0.1488; O -0.4119; O -0.2555; S -0.3275; S 0.3787; H 0.2583; H 0.2092

=====

10.
Entry from the OMol25 dataset: an isolated molecule of CH2O3S at a distorted geometry (ωB97M-V/def2-TZVPD).

* LUMO level (spin up / spin down): -1.6 / -1.6 eV
* orbital gap (spin up / spin down): 7.67 / 7.67 eV
* net charge: 0
* SMILES string: O=S(=O)=CO

Cartesian coordinates (Å):
O -1.992 -1.346 0.002
S -1.266 -0.196 0.482
O -1.836 1.102 0.120
C 0.553 -0.141 -0.411
O 1.232 0.897 -0.054
H 1.132 -1.144 -0.401
H 2.177 0.827 0.262

Electronic structure analysis, Mulliken charges in units of e: O -0.4927; S 0.6904; O -0.4936; C 0.0320; O -0.3417; H 0.2337; H 0.3719

=====

What energy above the lowest of the compared OMol25 structures with the same formula, charge and spin values result from the calculations? In sequence: 123.8, 0.0, 4.2, 79.7, 20.4, 175.0, 53.8, 41.9, 66.9, 55.1 kcal per mole.